Entry 1:
Here is a 14-piece molecular cluster, H28O14 overall in a non-equilibrium geometry from the OMol25 dataset. Energies are from ωB97M-V/def2-TZVPD.

The geometry in XYZ format:
```
42
Properties=species:S:1:pos:R:3:forces:R:3:lowdin_charge:R:1
H 0.4346 -0.6280 -0.7020 -0.255 0.721 0.542 0.0168
H -0.7757 0.3223 -0.8364 1.631 -1.013 1.910 0.0634
H 2.0508 -0.0636 -2.8298 -0.966 1.820 2.626 0.1290
H 1.2716 1.1858 -2.1590 -0.092 0.625 -0.169 0.0183
H -2.6155 1.6167 -0.3895 -1.751 -3.318 1.268 -0.0649
H -1.3500 2.1077 -0.9686 -1.442 0.953 0.629 0.0534
H 4.4152 -3.8472 0.8045 -1.019 0.436 -0.426 0.0588
H 2.9507 -3.3721 0.9980 -0.290 0.047 0.388 0.0072
H -0.5166 -2.7673 -0.4226 -0.710 0.031 0.475 0.0703
H -1.0123 -1.5957 -1.0911 -0.093 1.091 -1.690 -0.0166
H 1.7584 3.2263 -0.9382 -1.806 1.872 -3.816 -0.0456
H 2.1038 3.6345 0.4784 -0.073 -1.441 -1.440 0.0861
H -4.3495 0.3305 -0.4550 -1.699 2.666 -0.004 -0.0213
H -3.2384 -0.5350 -0.8235 -1.283 -0.803 1.430 0.0366
H -2.7930 0.3500 3.3927 -0.898 -0.168 0.028 0.0380
H -3.4675 -0.9168 3.0746 0.215 -2.174 -0.887 -0.0007
H 3.8009 -0.8933 2.5912 0.260 -0.148 -0.290 0.0270
H 3.2982 0.3048 1.9009 -1.039 2.244 0.104 0.0001
H -3.1850 -0.1920 -2.8827 -0.456 -0.811 -0.245 0.0420
H -3.5254 0.9474 -1.9253 -0.153 0.228 -0.507 0.0030
H -0.3871 1.9478 -3.8905 -2.173 1.271 0.007 0.0713
H -1.4065 2.9247 -4.5760 0.026 0.342 -0.671 0.0225
H 3.0809 -1.4836 -1.9979 3.698 -0.442 -1.358 0.0026
H 2.2755 -0.9927 -0.9624 -0.460 -0.914 -0.615 0.0613
H -0.5034 1.2133 3.0602 -2.682 1.211 2.878 -0.0351
H 0.9024 1.4869 2.6312 -1.096 -0.638 -0.314 0.0579
H 2.3444 -1.0603 4.0675 -1.289 -0.754 0.059 0.0430
H 1.7857 -2.0691 3.0994 -0.127 -0.335 -0.871 0.0017
O -0.1815 -0.1298 -0.1273 -0.035 3.522 -2.407 -0.1079
O 1.8659 0.4674 -1.9565 0.248 1.319 -3.168 -0.1244
O -2.2090 2.4041 -0.5502 3.212 2.792 -1.394 -0.0149
O 3.6294 -3.4762 0.3395 1.397 -0.569 -0.002 -0.0623
O -1.1624 -2.0414 -0.2963 -0.805 -4.601 0.857 -0.0545
O 2.1112 2.8858 -0.1932 1.925 -0.291 5.346 -0.0292
O -4.0746 -0.5213 -0.2634 2.741 -2.212 -0.845 -0.0221
O -3.6771 -0.0730 3.3901 0.651 2.334 0.793 -0.0385
O 3.6646 -0.5211 1.7113 0.861 -2.073 0.023 -0.0142
O -3.0103 0.7218 -2.7031 0.463 0.352 0.123 -0.0375
O -1.2633 2.4524 -3.7655 2.488 -1.392 0.480 -0.0769
O 2.2205 -1.5986 -1.7411 -2.174 -2.479 2.552 -0.0727
O 0.0946 0.9516 2.4427 3.780 -0.383 -2.374 -0.0184
O 1.5736 -1.6695 3.9318 1.271 1.081 0.973 -0.0522
```
Forces are in eV/Å.

Calculated values
**LUMO energy**: -0.15 eV
**Total charge**: 0
**E_HOMO**: -0.34442 hartree
**Maximum force**: 0.111 Eh/bohr

Entry 2:
Here is a 14-piece molecular cluster, H28O14 overall from the OMol25 dataset. Energies are from ωB97M-V/def2-TZVPD.

The geometry in XYZ format:
```
42
Properties=species:S:1:pos:R:3:forces:R:3:lowdin_charge:R:1
O -1.7373 2.9617 0.8170 0.215 0.072 -0.040 -0.0574
H -1.1074 2.9630 0.0704 -0.275 0.013 -0.219 0.0089
H -2.1675 3.8207 0.7831 -0.093 -0.086 0.124 0.0630
O -4.1075 -0.3383 0.4444 0.211 0.331 -0.223 -0.0410
H -4.3179 0.5309 0.8026 -0.034 -0.098 0.094 0.0439
H -3.1942 -0.5004 0.7098 -0.080 -0.295 0.245 0.0090
O -2.3428 -0.9014 3.6250 0.228 -0.033 -0.336 -0.0853
H -1.7895 -0.5653 2.8832 -0.555 -0.250 0.775 -0.0170
H -2.2714 -0.2267 4.3054 0.005 0.013 -0.028 0.0196
O 0.0709 -0.5778 -0.4133 0.030 0.451 0.040 -0.0651
H -0.3691 0.0745 0.1761 0.217 -0.631 -0.078 0.0305
H 0.9280 -0.7557 -0.0041 -0.116 0.017 -0.107 0.0121
O -0.1217 2.5964 -1.4352 0.020 -0.035 0.314 -0.0547
H 0.6303 2.3160 -0.8781 -0.006 0.071 -0.416 0.0018
H 0.2342 3.2816 -2.0100 -0.036 -0.023 0.008 0.0658
O -0.9053 0.5987 1.9287 0.340 0.790 -0.510 -0.0645
H -0.0864 0.8246 2.3920 -0.082 -0.136 0.044 0.0671
H -1.3151 1.4608 1.6867 0.046 -0.188 0.230 0.0344
O 2.8045 -1.2869 -0.5834 0.292 0.183 0.098 -0.0503
H 2.8097 -1.8661 -1.3569 0.078 0.119 -0.029 0.0710
H 3.6530 -0.8278 -0.6268 0.072 -0.234 -0.030 0.0744
O 2.2603 2.0778 -0.1345 0.360 -0.074 0.092 -0.0274
H 2.5807 1.1777 -0.0130 -0.157 -0.061 0.061 0.0324
H 2.8381 2.6250 0.4101 -0.127 0.037 -0.006 0.0764
O 2.5940 0.3436 -3.0105 0.152 0.003 0.168 -0.0499
H 2.9249 1.2080 -2.7435 -0.072 0.002 -0.027 0.0321
H 2.2742 -0.0613 -2.1915 -0.204 0.237 -0.252 -0.0158
O -1.6114 -2.7890 0.4677 -0.037 0.111 0.044 -0.0577
H -2.2054 -2.8281 -0.2896 0.019 -0.010 0.012 0.0424
H -0.8881 -2.2138 0.1807 -0.164 -0.026 -0.109 -0.0156
O -0.4474 -0.8832 -3.4471 0.200 0.012 0.003 -0.0581
H -0.2544 -0.7489 -2.5107 -0.147 -0.015 0.135 -0.0178
H -0.2580 -0.0294 -3.8479 0.110 -0.073 -0.076 0.0298
O 1.8555 -4.0370 0.0597 0.033 -0.254 0.202 -0.0317
H 2.2870 -3.5044 0.7327 0.024 0.022 -0.038 0.0201
H 1.9226 -3.5210 -0.7424 -0.176 -0.060 -0.119 0.0064
O -2.9191 0.5696 -2.2773 0.032 0.221 0.086 -0.0550
H -2.0699 0.9738 -2.4811 0.014 -0.062 0.024 -0.0006
H -2.9945 0.6179 -1.3165 -0.240 -0.137 -0.056 -0.0051
O 2.0665 -0.5243 3.2225 0.091 0.097 -0.223 -0.0462
H 2.6918 -0.7117 3.9301 -0.079 0.018 0.022 0.0439
H 2.0554 -1.3237 2.6857 -0.110 -0.037 0.104 0.0311
```
Forces are in eV/Å.

Calculated values
**LUMO energy**: -0.89 eV
**Total charge**: 0
**E_HOMO**: -0.37657 hartree
**Maximum force**: 0.019 Eh/bohr

Entry 3:
Here is a 14-piece molecular cluster, H28O14 overall in a non-equilibrium geometry from the OMol25 dataset. Energies are from ωB97M-V/def2-TZVPD.

The geometry in XYZ format:
```
42
Properties=species:S:1:pos:R:3:forces:R:3:lowdin_charge:R:1
O 0.1468 -0.5222 3.3648 1.395 0.080 -0.793 -0.0649
H 0.1021 -1.2962 3.9400 0.311 0.101 -0.170 0.0599
H 0.9936 -0.5177 2.8234 -1.651 0.005 1.115 0.0750
O 1.8733 -2.4186 -0.6834 0.927 -1.191 -0.667 -0.0252
H 1.5905 -2.3422 0.2123 -0.681 0.494 0.837 -0.0080
H 2.1205 -3.3558 -0.6972 0.061 0.281 -0.512 0.0831
O -1.4428 -2.0850 -0.2550 -0.276 0.681 -2.120 -0.0241
H -0.9340 -2.6138 0.3296 0.655 -1.022 0.925 -0.0186
H -1.1188 -2.3294 -1.1543 -0.553 0.290 1.051 0.0839
O 3.4446 0.7408 -0.4993 0.868 -0.345 0.420 -0.0664
H 4.1321 1.2451 -0.0341 -0.111 -0.453 -0.250 0.0501
H 2.7470 1.3991 -0.5753 -0.260 0.362 -0.302 -0.0523
O -4.1557 -1.4591 0.5381 -2.997 -0.919 -0.092 -0.0722
H -4.8087 -1.0159 1.1098 0.249 -0.405 -0.507 0.0393
H -3.3722 -1.0486 0.8051 2.181 0.942 0.331 -0.0837
O -2.3125 -0.2343 2.0252 0.033 0.115 0.159 -0.0308
H -1.4133 -0.2354 2.3377 1.210 -0.581 -0.001 -0.0133
H -2.6212 0.4629 2.5873 -1.050 0.633 0.311 0.0501
O 0.3472 -3.0908 1.5240 0.820 -1.501 0.586 -0.0335
H 0.8946 -2.4266 1.9329 -0.097 0.725 0.482 0.0254
H 0.7974 -3.9209 1.7974 -0.694 0.500 -0.300 0.1041
O 0.2005 0.0475 0.4895 1.652 0.739 0.395 -0.0650
H 0.9118 0.0407 -0.1919 -1.189 -0.485 0.312 0.0369
H -0.4843 -0.6150 0.3295 -0.217 -0.304 -0.879 0.0062
O 1.0236 -0.6263 -2.3628 0.696 0.351 0.150 -0.0306
H 1.2652 -1.4289 -1.8933 0.679 -0.282 0.373 -0.0125
H 0.1551 -0.8386 -2.6490 -1.394 0.337 -0.720 0.0432
O -1.0526 2.5803 0.9952 -0.169 0.236 0.784 -0.0827
H -1.6915 2.2801 1.6644 0.482 0.008 -0.627 0.0237
H -0.6021 1.7840 0.6667 -0.428 0.036 0.105 -0.0280
O -3.0316 0.7926 -1.2830 -1.081 -0.873 0.230 -0.0557
H -3.4942 1.5833 -1.5634 0.349 0.171 -0.046 0.0314
H -2.0989 0.9213 -1.4228 0.508 0.756 -0.190 -0.0295
O -0.6749 2.1160 -1.7624 -0.145 1.458 -1.875 -0.0736
H 0.2218 1.8040 -1.6905 0.666 -0.176 0.063 -0.0255
H -0.5760 2.7840 -2.5064 -0.331 -1.272 1.353 0.1014
O 2.0942 1.8222 -3.0928 -0.706 -1.082 0.248 -0.0661
H 2.1052 0.9760 -2.5765 0.036 0.790 -0.896 0.0081
H 2.8517 2.3172 -2.8168 0.691 0.284 0.263 0.0181
O 1.7624 2.7303 -0.2386 -0.266 -0.807 0.576 -0.0145
H 2.2057 3.5554 -0.1924 0.487 1.600 -0.517 0.0635
H 1.8985 2.4387 0.6683 -0.660 -0.279 0.392 0.0731
```
Forces are in eV/Å.

Calculated values
**LUMO energy**: -0.62 eV
**Total charge**: 0
**E_HOMO**: -0.34499 hartree
**Maximum force**: 0.061 Eh/bohr

Entry 4:
Here is a 14-piece molecular cluster, H28O14 overall in a non-equilibrium geometry from the OMol25 dataset. Energies are from ωB97M-V/def2-TZVPD.

The geometry in XYZ format:
```
42
Properties=species:S:1:pos:R:3:forces:R:3:lowdin_charge:R:1
H -0.2211 1.1366 -0.0836 -0.201 0.060 0.001 0.0577
H 0.1775 -0.3289 -0.0268 0.035 0.014 0.133 0.0573
H 3.4349 1.4791 2.1542 -0.195 -0.156 -0.059 0.0269
H 1.9897 1.8612 1.8797 0.263 0.025 0.085 -0.0051
H 3.8079 -1.7286 -1.8708 0.077 -0.167 0.138 0.0437
H 3.6299 -1.0436 -0.5258 0.223 0.081 -0.071 0.0260
H -1.6808 0.1571 -1.1653 0.075 0.106 0.110 -0.0261
H -3.0486 0.7694 -1.4190 0.100 0.180 -0.047 0.0319
H -1.8253 5.1520 0.0883 -0.009 -0.032 -0.093 0.0274
H -3.0736 5.1496 -0.7787 0.061 -0.070 -0.105 0.0348
H -5.4485 -2.2518 -1.4299 0.094 -0.104 0.033 0.0458
H -4.1482 -1.5157 -1.7080 0.079 -0.077 -0.082 0.0233
H -2.3020 -3.8092 -0.5753 -0.239 -0.023 0.034 0.0190
H -3.3564 -4.5083 -1.4176 -0.067 0.194 0.150 0.0205
H 0.4271 2.2156 -2.7840 -0.180 -0.058 -0.104 0.0488
H 1.3646 1.1820 -2.1818 -0.304 -0.101 -0.122 -0.0020
H 3.0912 1.2825 -1.9919 0.413 0.310 -0.269 0.0016
H 4.1185 0.6501 -2.9165 -0.003 -0.007 0.119 0.0565
H 1.5155 -4.7035 0.1898 0.115 -0.031 -0.026 0.0460
H 1.4417 -3.1909 0.0611 -0.042 -0.161 -0.139 0.0095
H -4.2192 3.8122 1.7581 -0.008 -0.137 0.001 0.0237
H -3.0894 3.2552 2.6085 -0.072 -0.126 -0.020 0.0307
H 3.2380 -3.4057 3.1713 0.080 -0.009 -0.037 0.0389
H 2.7311 -2.9339 1.8183 0.244 -0.060 0.015 0.0081
H 3.5294 3.8053 1.6366 -0.022 -0.031 -0.038 0.0599
H 2.2722 4.4971 1.1357 -0.003 -0.061 -0.013 0.0558
H -1.8111 -2.1242 2.1704 -0.131 0.076 0.005 0.0215
H -2.7962 -2.7572 3.1394 -0.075 0.003 -0.105 0.0356
O -0.5706 0.2613 0.1182 0.769 -0.345 0.523 -0.0357
O 2.5435 1.1132 2.1301 -0.064 -0.538 0.071 -0.0784
O 4.2716 -1.1744 -1.2330 0.139 -2.156 0.645 -0.0731
O -2.1660 0.6969 -1.7995 -0.850 0.019 -0.626 -0.0768
O -2.2246 4.7071 -0.6677 -0.019 0.147 0.196 -0.0571
O -4.5265 -2.4013 -1.6679 -0.238 0.362 -0.187 -0.0488
O -3.0160 -4.4540 -0.5175 0.399 -0.404 -0.010 -0.0760
O 0.8975 1.4014 -2.9958 0.246 0.078 0.238 -0.0375
O 3.9790 0.9073 -1.9982 -0.536 2.046 -0.559 -0.0675
O 1.7599 -3.9778 -0.3955 -0.180 0.223 0.051 -0.0500
O -3.9200 3.0037 2.1891 0.063 0.224 0.028 -0.0577
O 3.3566 -3.5442 2.2249 -0.222 0.053 0.170 -0.0534
O 2.6205 3.6291 1.3684 -0.032 0.661 -0.152 -0.0516
O -2.7536 -2.2717 2.3079 0.215 -0.010 0.119 -0.0539
```
Forces are in eV/Å.

Calculated values
**LUMO energy**: -0.53 eV
**Total charge**: 0
**E_HOMO**: -0.35316 hartree
**Maximum force**: 0.044 Eh/bohr

Entry 5:
Here is H29O15 as an isolated structure in a non-equilibrium geometry from the OMol25 dataset. Energies are from ωB97M-V/def2-TZVPD.

The geometry in XYZ format:
```
44
Properties=species:S:1:pos:R:3:forces:R:3:lowdin_charge:R:1
O -1.6470 -4.0516 0.7017 0.836 1.377 3.454 -0.1128
H -1.0198 -3.6414 1.4274 -1.082 -0.998 -2.450 0.0703
H 1.5146 -2.0572 -3.8636 -0.058 0.114 0.439 0.0493
O -2.0218 -1.2153 -0.3206 0.454 1.486 0.560 -0.2133
H -1.1837 -0.4472 -0.4688 -1.296 -1.742 -1.413 0.0221
H -1.9363 -2.1262 -0.5995 0.708 -0.036 0.237 -0.0185
O 1.0928 -2.3316 -3.0365 -0.209 -0.483 -0.892 -0.0450
H -2.4765 -0.6028 1.4165 -1.060 -0.723 0.019 0.0042
H 0.2993 0.3291 -0.3511 -0.821 0.005 -0.820 0.0248
O 3.0522 3.2891 -0.3197 -0.117 0.571 0.442 -0.0994
H -3.0097 3.0730 -0.3583 -1.038 0.546 -0.258 0.0223
H 2.7338 4.1992 -0.4542 0.164 -0.639 0.004 0.0322
O -3.8352 0.6245 -1.5366 -2.093 0.115 -2.476 -0.0639
H -4.0500 0.0238 -2.2942 -0.394 1.236 0.491 0.0568
H -0.3974 2.6531 3.9236 0.279 1.791 -1.291 0.0149
O 0.3515 -1.9127 2.4489 -0.121 -0.150 -1.554 -0.0205
H 1.1926 1.0071 4.3163 -0.899 -0.089 1.736 -0.0333
H 0.8134 -1.1812 2.0241 -0.095 -0.175 -0.213 0.0330
O -3.2936 -0.1477 1.7065 1.140 2.188 -0.902 -0.0707
H -3.1770 0.0552 -1.2265 2.355 -1.400 2.067 -0.0662
H -3.8629 -0.5318 2.3308 -0.383 -1.368 1.081 -0.0112
O 1.0190 2.1957 -2.0412 -1.233 -0.691 -0.034 -0.2443
H 0.2191 2.5924 -2.4640 1.069 -0.288 0.470 0.0232
H -2.4613 -3.9051 1.2390 0.312 -0.319 -1.054 0.0435
O -2.4059 3.4601 -1.0058 0.771 -1.313 1.216 -0.0876
H -1.7528 2.7489 -0.8067 0.354 0.648 -1.056 0.0239
H 1.6168 -1.9514 -2.3392 0.241 0.432 0.336 0.0307
O 2.0367 1.1205 3.9075 -0.166 -0.029 -2.071 -0.0689
H 2.2539 2.7541 -0.4555 0.026 0.144 -0.633 -0.0100
O 3.2661 0.5051 -3.1964 2.396 -0.419 -1.348 -0.0882
H 4.0028 0.8496 -3.7876 -1.546 -0.609 1.238 0.0621
H 1.5998 1.3204 3.0455 1.369 0.133 0.227 0.0439
O 4.8871 -0.6930 1.9713 -1.834 0.792 -0.489 -0.1199
H 3.8733 -0.5546 2.0213 2.752 -0.041 -0.280 0.0640
H 5.2513 -0.0442 1.3195 -0.890 -0.720 0.808 0.0485
O -0.5306 1.9266 4.4826 -2.095 -3.534 -0.144 -0.0612
H -1.1467 1.3051 3.9415 1.369 1.691 1.363 0.1099
H 0.4809 1.2764 -1.5769 0.211 1.646 -1.351 -0.0193
O -0.3606 0.4231 -1.0920 1.471 -0.438 2.453 -0.2445
H 0.4395 -1.7178 3.3559 0.167 0.214 1.803 0.0095
H 2.5854 1.1626 -3.2260 -1.058 1.007 0.337 -0.0228
O -1.6510 -3.5968 -3.0460 2.035 2.718 1.174 -0.1303
H -0.7299 -3.3405 -3.3586 -1.260 -0.906 0.091 0.0203
H -1.6319 -2.8448 -2.3541 -0.729 -1.744 -1.318 0.0426
```
Forces are in eV/Å.

Calculated values
**LUMO energy**: 2.00 eV
**Total charge**: -1
**E_HOMO**: -0.23563 hartree
**Maximum force**: 0.080 Eh/bohr

Entry 6:
Here is H2INO3P as an isolated structure in a non-equilibrium geometry from the OMol25 dataset. Energies are from ωB97M-V/def2-TZVPD.

The geometry in XYZ format:
```
8
Properties=species:S:1:pos:R:3:forces:R:3:lowdin_charge:R:1
N -1.1535 -0.6777 0.4253 0.113 0.338 0.213 -0.0843
O 0.7182 0.7117 1.5979 -0.192 0.170 0.109 -0.3833
O 0.2873 1.0287 -0.9504 0.087 -0.436 0.304 -0.9668
O 1.2901 -1.1933 -0.0618 1.069 -0.535 -0.671 -0.4225
P 0.4455 -0.0775 0.3744 -0.644 0.277 -0.232 0.0478
I 1.7697 1.1997 -2.2316 -0.286 -0.114 0.346 0.7752
H -1.6369 -0.3687 1.2510 -0.225 0.249 -0.043 0.0146
H -1.7205 -0.6230 -0.4049 0.077 0.052 -0.025 0.0194
```
Forces are in eV/Å.

Calculated values
**LUMO energy**: 2.74 eV
**Total charge**: -1
**E_HOMO**: -0.17964 hartree
**Maximum force**: 0.027 Eh/bohr

Results for energy above the lowest of the compared OMol25 structures with the same formula, charge and spin: 175.0; 38.2; 58.5; 100.5; 61.8; 0.0 (in kcal per mole, following the order of the records).